2 unconnected molecules or ions with the total composition C5H10O2, computed with ωB97M-V with the def2-TZVPD basis set.

Bonds (Å) are listed after each position.
Element x y z (Å)
1 C -1.7359 2.1905 1.6427  C2 1.334, H7 1.088, H8 1.079
2 C -0.9777 1.9528 0.5712  C1 1.334, C3 1.473, H9 1.093
3 C -0.5319 0.6294 0.1029  C2 1.473, O4 1.373, C5 1.349
4 O 0.0374 0.6990 -1.1442  C3 1.373, H10 0.956
5 C -0.2386 -0.3425 0.9909  C3 1.349, C6 1.535, H11 1.082
6 C -0.2732 -1.8106 0.5448  C5 1.535, H12 1.093, H13 1.103, H14 1.090
7 H -2.1822 1.3511 2.1713  C1 1.088
8 H -1.8041 3.2108 1.9871  C1 1.079
9 H -0.6578 2.8005 -0.0393  C2 1.093
10 H 0.4589 -0.1219 -1.3929  O4 0.956
11 H -0.2505 -0.1688 2.0586  C5 1.082
12 H -0.6193 -1.8912 -0.4892  C6 1.093
13 H -1.0755 -2.4334 0.9747  C6 1.103
14 H 0.7215 -2.2551 0.5664  C6 1.090
15 O 3.0960 -0.9068 -2.7685  H16 0.943, H17 0.958
16 H 2.3680 -1.2652 -3.2489  O15 0.943
17 H 3.6648 -1.6385 -2.5276  O15 0.958

As for the charge: 0. Its HOMO-LUMO gap is 8.6753 eV. The value obtained for the total energy is -346.91414 Ha. As for the SMILES: C=C/C(O)=C/C.O. The spin multiplicity is 1.

A single C6H12 molecule, computed with ωB97M-V with the def2-TZVPD basis set.

Bonds (Å) are listed after each position.
Element x y z (Å)
1 C -1.6973 0.8646 1.1790  C2 1.510, H7 1.094, H8 1.098, H9 1.097
2 C -0.2915 0.7671 0.6374  C1 1.510, C3 1.489, C4 1.527, H10 1.091
3 C 0.7025 -0.2530 1.0731  C2 1.489, C4 1.509, H11 1.093, H12 1.083
4 C 0.3302 -0.1788 -0.3868  C2 1.527, C3 1.509, C5 1.532, C6 1.534
5 C -0.0922 -1.5809 -0.8362  C4 1.532, H13 1.092, H14 1.094, H15 1.100
6 C 1.2151 0.5826 -1.3815  C4 1.534, H16 1.095, H17 1.099, H18 1.095
7 H -2.2784 -0.0474 1.0149  C1 1.094
8 H -1.6678 1.0629 2.2581  C1 1.098
9 H -2.2325 1.6980 0.7081  C1 1.097
10 H 0.1709 1.7502 0.5368  C2 1.091
11 H 0.2581 -1.1243 1.5600  C3 1.093
12 H 1.7137 -0.0211 1.3850  C3 1.083
13 H 0.0083 -1.7055 -1.9165  C5 1.092
14 H -1.0887 -1.9046 -0.5216  C5 1.094
15 H 0.6159 -2.2863 -0.3779  C5 1.100
16 H 2.1713 0.8633 -0.9279  C6 1.095
17 H 0.7361 1.5125 -1.7193  C6 1.099
18 H 1.4262 0.0006 -2.2847  C6 1.095

As for the charge: 0. Its HOMO-LUMO gap is 10.4346 eV. The value obtained for the total energy is -235.76133 Ha. As for the SMILES: C[C@H]1CC1(C)C. The spin multiplicity is 1.